# 1
DFT (the ωB97M-V functional and the def2-TZVPD basis) results for a structure of composition C37H47BN9O3W at a distorted geometry.

Properties
Maximum force in Eh/bohr: 0.021
2S+1: 1
Energy in Ha: -2247.82107
Kohn-Sham gap in Ha: 0.222
Net charge: +3

Element x y z (Å)
W 0.34 0.07 -0.32
O 0.10 1.57 -1.34
C -0.39 2.49 -2.20
C -0.44 3.83 -1.87
C -0.97 4.68 -2.84
C -1.41 4.20 -4.07
C -1.31 2.85 -4.37
C -0.79 1.98 -3.42
C -0.57 0.57 -3.71
N -0.11 -0.32 -2.92
C 0.06 -1.65 -3.52
C -0.36 -2.68 -2.50
N 0.51 -2.40 -1.37
C 1.45 -3.23 -1.17
C 2.63 -3.00 -0.36
C 3.59 -3.99 -0.16
C 4.77 -3.68 0.51
C 5.00 -2.38 0.96
C 4.06 -1.38 0.76
C 2.90 -1.73 0.11
O 1.90 -0.83 -0.06
H -0.09 4.17 -0.91
H -1.03 5.74 -2.62
H -1.82 4.89 -4.80
H -1.62 2.47 -5.34
H -0.81 0.27 -4.73
H 1.12 -1.79 -3.76
H -0.51 -1.74 -4.45
H -0.22 -3.69 -2.88
H -1.40 -2.56 -2.22
H 1.43 -4.19 -1.71
H 3.42 -4.99 -0.54
H 5.51 -4.45 0.67
H 5.93 -2.16 1.47
H 4.22 -0.36 1.10
C 3.10 1.48 -2.02
C 2.95 1.84 -0.58
C 3.83 2.60 0.18
C 3.29 2.69 1.44
C 3.77 3.41 2.66
N 2.13 2.01 1.43
N 1.92 1.50 0.21
B 1.04 1.76 2.47
N -0.25 2.28 1.81
N -0.95 1.50 0.93
C -2.06 2.22 0.59
C -3.13 1.83 -0.36
C -2.07 3.40 1.32
C -0.92 3.41 2.09
C -0.42 4.42 3.07
N 0.89 0.24 2.66
N 0.24 -0.57 1.76
C 0.30 -1.84 2.26
C -0.32 -3.06 1.66
C 0.96 -1.81 3.47
C 1.32 -0.49 3.70
C 2.03 0.10 4.87
H 4.14 1.22 -2.23
H 2.84 2.32 -2.66
H 2.49 0.63 -2.33
H 4.76 3.04 -0.16
H 4.77 3.80 2.49
H 3.80 2.75 3.53
H 3.12 4.25 2.91
H 1.27 2.29 3.51
H -3.59 0.89 -0.08
H -2.79 1.80 -1.40
H -3.93 2.57 -0.31
H -2.85 4.14 1.32
H -1.08 5.29 3.05
H 0.59 4.75 2.82
H -0.41 4.02 4.08
H -0.46 -3.01 0.59
H -1.27 -3.28 2.15
H 0.32 -3.92 1.88
H 1.12 -2.64 4.14
H 2.34 -0.70 5.54
H 1.38 0.77 5.43
H 2.91 0.66 4.56
O -1.44 -0.72 -0.39
C -2.61 -1.27 -0.39
C -3.47 -1.34 -1.62
C -3.86 -2.78 -2.07
C -3.79 -3.86 -0.99
C -4.67 -3.61 0.24
C -4.46 -2.25 0.90
N -3.09 -1.71 0.74
H -2.99 -0.78 -2.41
H -4.38 -0.78 -1.36
H -3.22 -3.07 -2.90
H -4.87 -2.72 -2.48
H -2.75 -3.99 -0.66
H -4.07 -4.81 -1.43
H -4.51 -4.41 0.96
H -5.72 -3.67 -0.04
H -4.63 -2.29 1.97
H -5.14 -1.50 0.51
H -2.49 -1.61 1.55

---

# 2
DFT (the ωB97M-V functional and the def2-TZVPD basis) results for an isolated molecule of C4H7NOS at a distorted geometry.

Properties
Maximum force in Eh/bohr: 0.096
2S+1: 1
Energy in Ha: -684.71175
Kohn-Sham gap in Ha: 0.323
SMILES string: OCN1CC=CS1

Element x y z (Å)
O 1.61 1.60 -0.79
C 1.39 1.13 0.52
N 0.14 0.42 0.60
C 0.22 -0.90 -0.04
C -1.27 -1.36 0.06
C -2.11 -0.29 -0.10
S -1.20 1.28 0.02
H 1.04 0.93 -1.31
H 1.36 1.97 1.23
H 2.15 0.32 0.66
H 0.82 -1.67 0.42
H 0.54 -0.85 -1.10
H -1.52 -2.34 0.08
H -3.18 -0.25 -0.24

---

# 3
DFT (the ωB97M-V functional and the def2-TZVPD basis) results for a cluster of 2 separate species, C4H12OS2 in total at a distorted geometry.

Properties
Maximum force in Eh/bohr: 0.040
2S+1: 1
Energy in Ha: -1031.19518
Kohn-Sham gap in Ha: 0.320
SMILES string: CCCSSC.O

Element x y z (Å)
C 1.59 1.52 -2.35
C 0.07 1.30 -2.18
C -0.24 -0.18 -2.20
S 0.42 -1.12 -0.79
S -0.53 -0.17 0.74
C -1.43 -1.58 1.52
H 1.80 2.47 -2.86
H 2.21 1.49 -1.46
H 1.94 0.75 -3.02
H -0.35 1.93 -1.40
H -0.32 1.69 -3.12
H -1.32 -0.35 -2.15
H -0.01 -0.62 -3.16
H -1.98 -1.16 2.37
H -2.22 -1.74 0.80
H -0.81 -2.42 1.77
O 0.53 1.06 4.38
H 0.21 1.96 4.44
H -0.26 0.50 4.45

---

# 4
DFT (the ωB97M-V functional and the def2-TZVPD basis) results for a structure of composition C30H95BF4O20Ti2 at a distorted geometry.

Properties
Maximum force in Eh/bohr: 0.077
2S+1: 7
Energy in Ha: -4827.96520
Kohn-Sham gap (alpha / beta) in Ha: 0.126 / 0.328

Element x y z (Å)
Ti 13.23 -22.72 -0.26
Ti 10.32 -19.42 -0.19
C 13.52 -22.93 -4.56
C 13.56 -22.79 -3.02
O 13.42 -23.82 -2.34
O 13.68 -21.68 -2.50
H 12.91 -23.76 -4.91
H 14.52 -23.12 -4.96
H 13.14 -22.05 -5.07
B 12.34 -20.64 1.34
F 11.89 -20.48 2.64
F 11.46 -21.27 0.57
F 12.49 -19.40 0.78
F 13.52 -21.33 1.46
C 11.92 -19.65 5.78
O 11.42 -19.02 6.93
H 11.39 -19.35 4.87
H 12.96 -19.38 5.64
H 11.87 -20.73 5.85
H 11.90 -19.37 7.68
C 11.48 -16.41 0.83
O 10.36 -17.25 0.75
H 11.51 -16.01 1.85
H 12.40 -16.98 0.69
H 11.45 -15.60 0.11
H 9.60 -16.79 1.09
C 8.67 -17.57 7.69
O 9.34 -17.41 6.48
H 8.35 -18.60 7.82
H 9.29 -17.28 8.54
H 7.79 -16.92 7.66
H 10.16 -17.91 6.43
C 12.50 -21.88 8.40
O 12.47 -20.60 9.02
H 11.51 -22.33 8.37
H 12.78 -21.83 7.35
H 13.15 -22.51 9.00
H 12.80 -20.75 9.91
C 13.56 -16.90 3.58
O 13.83 -15.54 3.22
H 13.67 -17.56 2.72
H 14.29 -17.41 4.21
H 12.56 -17.03 3.98
H 13.11 -14.98 3.51
C 13.62 -23.46 3.89
O 14.32 -23.26 5.11
H 13.76 -24.51 3.63
H 12.55 -23.33 4.02
H 14.07 -23.05 2.98
H 14.02 -23.95 5.71
C 17.56 -24.71 2.82
O 16.93 -25.17 1.67
H 18.17 -25.51 3.25
H 18.21 -23.89 2.52
H 16.81 -24.32 3.50
H 16.69 -26.10 1.75
C 15.27 -18.23 -0.20
O 16.65 -17.82 -0.15
H 14.69 -17.41 -0.62
H 15.16 -19.11 -0.83
H 14.85 -18.43 0.79
H 16.72 -17.09 0.47
C 9.10 -23.80 4.40
C 9.61 -23.58 2.96
O 9.48 -24.76 2.15
H 8.02 -23.89 4.33
H 9.21 -22.88 4.97
H 9.49 -24.65 4.97
H 10.64 -23.21 2.93
H 9.11 -22.82 2.36
H 9.61 -25.53 2.71
C 5.29 -24.07 -0.39
C 6.47 -24.16 0.54
O 7.19 -25.33 0.28
H 4.82 -23.09 -0.25
H 4.51 -24.82 -0.28
H 5.55 -24.03 -1.45
H 6.17 -24.16 1.59
H 7.09 -23.27 0.41
H 8.07 -25.20 0.64
C 8.36 -19.90 4.12
C 8.73 -18.96 3.00
O 9.43 -19.62 1.92
H 7.45 -20.43 3.85
H 8.13 -19.31 5.00
H 9.19 -20.56 4.39
H 9.44 -18.19 3.31
H 7.84 -18.44 2.65
H 10.25 -19.95 2.30
C 17.16 -22.75 -0.96
C 16.14 -22.22 0.08
O 15.36 -23.23 0.75
H 17.85 -23.47 -0.52
H 17.74 -21.94 -1.39
H 16.63 -23.28 -1.75
H 15.39 -21.56 -0.36
H 16.60 -21.50 0.76
H 15.95 -23.87 1.16
C 16.59 -19.10 3.59
C 15.47 -20.10 3.95
O 15.46 -20.35 5.35
H 17.56 -19.53 3.85
H 16.40 -18.11 3.98
H 16.55 -18.94 2.51
H 15.56 -21.06 3.45
H 14.49 -19.76 3.61
H 15.10 -21.23 5.49
C 8.09 -20.63 -3.34
C 8.24 -21.08 -1.88
O 8.18 -19.92 -1.15
H 8.96 -20.10 -3.74
H 7.27 -19.92 -3.44
H 7.89 -21.50 -3.96
H 9.21 -21.57 -1.73
H 7.42 -21.74 -1.62
H 7.32 -19.51 -1.28
C 12.48 -26.85 -0.08
C 12.65 -25.67 0.87
O 11.82 -24.56 0.44
H 11.47 -27.23 -0.21
H 13.19 -27.64 0.15
H 12.70 -26.57 -1.11
H 13.71 -25.42 0.80
H 12.46 -25.90 1.92
H 11.06 -24.44 1.01
C 14.23 -14.25 -0.88
C 15.42 -14.53 -1.81
O 16.08 -13.34 -2.07
H 14.63 -14.14 0.13
H 13.48 -15.03 -0.82
H 13.79 -13.26 -1.02
H 15.08 -14.90 -2.78
H 16.07 -15.25 -1.31
H 15.53 -12.87 -2.70
C 9.21 -25.48 -3.69
C 10.34 -25.10 -2.82
O 11.53 -25.62 -3.33
H 8.28 -24.96 -3.45
H 9.03 -26.56 -3.65
H 9.47 -25.28 -4.72
H 10.10 -25.49 -1.83
H 10.47 -24.02 -2.76
H 12.24 -25.10 -2.96
C 10.96 -17.59 -3.06
C 12.09 -18.58 -3.06
O 11.74 -19.62 -2.20
H 10.69 -17.31 -2.04
H 10.06 -17.90 -3.59
H 11.33 -16.67 -3.51
H 12.98 -18.07 -2.69
H 12.36 -18.92 -4.07
H 12.32 -20.38 -2.31

---

# 5
DFT (the ωB97M-V functional and the def2-TZVPD basis) results for a structure of composition C26H26N3O2P2Pd at a distorted geometry.

Properties
Maximum force in Eh/bohr: 0.045
2S+1: 1
Energy in Ha: -2131.50130
Kohn-Sham gap (alpha / beta) in Ha: 0.234 / 0.235
Net charge: +1

Element x y z (Å)
Pd -1.69 -1.18 -1.01
N -0.28 -2.76 -2.30
N -0.91 -3.98 -1.95
C -2.30 -3.99 -1.68
O -2.88 -5.05 -1.68
O -2.84 -2.86 -1.43
H -0.42 -2.53 -3.30
H 0.72 -2.82 -2.10
H -0.57 -4.82 -2.41
C 1.36 1.24 0.75
N 0.43 0.35 0.07
P -0.42 -0.87 0.95
C -0.73 -0.20 2.61
C -1.96 0.42 2.81
C -2.26 0.96 4.05
C -1.35 0.87 5.09
C -0.13 0.23 4.89
C 0.18 -0.31 3.66
C 0.72 -2.27 1.12
C 0.20 -3.38 1.78
C 0.94 -4.54 1.87
C 2.20 -4.60 1.30
C 2.71 -3.51 0.62
C 1.97 -2.34 0.51
P -0.62 0.93 -1.21
C -1.01 2.61 -0.62
C -2.19 2.82 0.08
C -2.44 4.05 0.66
C -1.53 5.08 0.54
C -0.36 4.89 -0.19
C -0.10 3.66 -0.77
C 0.47 1.19 -2.64
C 0.11 2.14 -3.59
C 0.88 2.29 -4.74
C 1.98 1.48 -4.95
C 2.32 0.52 -4.01
C 1.56 0.36 -2.87
H 0.84 2.02 1.33
H 2.01 1.72 0.02
H 1.97 0.66 1.44
H -2.68 0.46 2.00
H -3.22 1.44 4.21
H -1.58 1.28 6.06
H 0.57 0.14 5.71
H 1.12 -0.83 3.51
H -0.79 -3.33 2.22
H 0.54 -5.40 2.39
H 2.78 -5.51 1.38
H 3.69 -3.56 0.17
H 2.35 -1.48 -0.02
H -2.90 2.00 0.16
H -3.36 4.20 1.21
H -1.72 6.03 1.00
H 0.35 5.69 -0.31
H 0.81 3.52 -1.34
H -0.75 2.76 -3.43
H 0.61 3.04 -5.47
H 2.57 1.59 -5.85
H 3.19 -0.11 -4.18
H 1.80 -0.40 -2.14

---

# 6
DFT (the ωB97M-V functional and the def2-TZVPD basis) results for a cluster of 2 separate species, C5H9N2 in total at a distorted geometry.

Properties
Maximum force in Eh/bohr: 0.095
2S+1: 1
Energy in Ha: -304.91156
Kohn-Sham gap in Ha: 0.368
Net charge: +1

Element x y z (Å)
C -1.12 -0.88 0.27
C 0.41 1.03 0.31
C -0.65 -0.46 -1.05
C 1.08 -0.23 0.31
C 2.45 -0.54 0.03
N -0.94 0.61 -0.04
N 0.21 -1.16 0.64
H -1.97 -1.52 0.47
H 0.55 1.61 1.32
H 0.91 1.65 -0.47
H -3.45 0.71 -0.60
H -4.03 0.27 -0.81
H 2.46 -1.41 -0.73
H 2.83 -1.07 0.94
H 3.07 0.26 -0.38
H -1.80 1.15 -0.20

---

# 7
DFT (the ωB97M-V functional and the def2-TZVPD basis) results for a structure of composition C27H24BrCl3GaIN2O2S2 at a distorted geometry.

Properties
Maximum force in Eh/bohr: 0.024
2S+1: 1
Energy in Ha: -8276.75704
Kohn-Sham gap in Ha: 0.313

Element x y z (Å)
Ga -0.44 0.38 -0.13
S -0.96 -1.32 2.00
C 0.34 -2.36 1.80
N 0.55 -3.35 2.64
C 1.51 -4.39 2.35
C 1.70 -4.46 0.84
N 2.21 -3.18 0.43
C 3.03 -3.14 -0.78
C 4.49 -3.11 -0.43
C 5.21 -1.92 -0.49
C 6.54 -1.87 -0.15
C 7.20 -3.03 0.25
C 6.50 -4.23 0.30
C 5.16 -4.26 -0.04
C 1.32 -2.10 0.66
S 0.31 -1.67 -0.91
C -0.12 -3.40 3.94
C 0.62 -2.52 4.92
C 0.35 -1.16 4.99
C 1.12 -0.34 5.80
C 2.13 -0.88 6.58
C 2.36 -2.24 6.55
C 1.62 -3.05 5.72
H 1.12 -5.34 2.74
H 2.47 -4.18 2.84
H 0.76 -4.72 0.34
H 2.45 -5.23 0.61
H 2.76 -2.25 -1.36
H 2.80 -4.01 -1.40
H 4.71 -1.01 -0.81
H 7.08 -0.94 -0.20
H 8.24 -3.00 0.52
H 7.01 -5.13 0.59
H 4.63 -5.21 -0.01
H -0.12 -4.44 4.27
H -1.16 -3.07 3.81
H -0.46 -0.73 4.42
H 0.91 0.72 5.83
H 2.73 -0.23 7.20
H 3.12 -2.67 7.19
H 1.81 -4.12 5.69
Cl -0.20 3.17 -3.98
C -0.29 2.53 -2.36
Cl -1.33 1.10 -2.35
Cl -0.99 3.71 -1.24
C 1.15 2.22 -1.77
O 2.08 2.80 -2.23
O 1.12 1.40 -0.80
Br -2.81 4.43 4.66
C -2.18 3.34 3.23
C -3.07 2.83 2.31
C -2.61 2.01 1.29
C -1.25 1.72 1.19
C -0.37 2.26 2.12
C -0.82 3.09 3.13
H -4.13 3.06 2.39
H -3.31 1.61 0.58
H 0.70 2.06 2.03
H -0.12 3.52 3.83
I 3.50 -1.21 2.60
C 2.11 -0.85 1.01
H 2.69 -0.51 0.15
H 1.46 -0.04 1.35

---

# 8
DFT (the ωB97M-V functional and the def2-TZVPD basis) results for a structure of composition C16H30CuNP.

Properties
Maximum force in Eh/bohr: 0.006
2S+1: 1
Energy in Ha: -2664.21516
Kohn-Sham gap in Ha: 0.250
Net charge: -1

Element x y z (Å)
Cu 0.98 -0.81 1.62
C 1.89 3.53 -0.88
N 2.63 2.43 -0.30
C 2.55 2.46 1.15
C 2.13 1.15 -0.82
C 3.01 -0.03 -0.46
C 4.26 -0.11 -1.06
C 5.11 -1.18 -0.81
C 4.67 -2.18 0.06
C 3.42 -2.08 0.67
C 2.54 -1.00 0.45
H 2.27 4.48 -0.48
H 0.81 3.48 -0.66
H 2.02 3.54 -1.96
H 3.04 3.36 1.53
H 3.04 1.58 1.57
H 1.51 2.45 1.51
H 2.08 1.25 -1.91
H 1.11 0.95 -0.45
H 4.59 0.68 -1.73
H 6.08 -1.24 -1.28
H 5.30 -3.04 0.26
H 3.12 -2.87 1.34
C -4.59 -0.34 1.54
C -4.16 -1.13 0.29
P -2.31 -1.18 0.10
C -2.18 -2.43 -1.27
C -3.07 -2.27 -2.50
C -2.02 0.37 -0.87
C -1.75 1.58 0.03
H -5.65 -0.46 1.75
H -4.39 0.73 1.41
H -4.02 -0.67 2.41
H -4.64 -0.73 -0.60
H -4.48 -2.17 0.40
H -2.35 -3.41 -0.81
H -1.12 -2.42 -1.56
H -4.13 -2.36 -2.24
H -2.85 -3.03 -3.25
H -2.93 -1.29 -2.97
H -2.85 0.57 -1.55
H -1.13 0.17 -1.48
H -2.64 1.85 0.60
H -1.45 2.45 -0.55
H -0.96 1.35 0.75
C -0.40 -0.52 3.03
H 0.01 -0.24 4.01
H -0.99 -1.43 3.19
H -1.13 0.26 2.77

---

# 9
DFT (the ωB97M-V functional and the def2-TZVPD basis) results for a cluster of 2 separate species, C5H12O2 in total at a distorted geometry.

Properties
Maximum force in Eh/bohr: 0.122
2S+1: 2
Energy in Ha: -348.01469
Kohn-Sham gap (alpha / beta) in Ha: 0.065 / 0.214
Net charge: -1

Element x y z (Å)
C 0.75 -1.16 -0.92
O 0.40 -2.54 -0.73
C 1.00 -0.32 0.25
C -0.16 -0.35 1.28
C -1.52 -0.62 0.88
C -2.44 -0.66 1.93
H -0.11 -0.75 -1.53
H 1.62 -1.33 -1.68
H -0.37 -2.68 -1.24
H 1.96 -0.76 0.75
H 1.41 0.80 -0.09
H -0.05 0.46 1.95
H 0.13 -1.27 1.91
H -1.70 -0.37 -0.17
H -3.53 -0.74 1.83
H -1.89 -0.49 2.79
H 1.92 3.96 -1.80
H 1.39 4.51 -3.12
O 1.19 4.32 -2.29

---

# 10
DFT (the ωB97M-V functional and the def2-TZVPD basis) results for an isolated molecule of H3NO2S2 at a distorted geometry.

Properties
Maximum force in Eh/bohr: 0.059
2S+1: 1
Energy in Ha: -1003.34254
Kohn-Sham gap in Ha: 0.350

Element x y z (Å)
N 0.00 1.52 -0.28
O 0.83 -0.90 -0.94
O -1.30 -0.62 0.23
S -0.55 -1.53 1.56
S -0.37 -0.02 -0.87
H 0.74 1.46 0.34
H 0.14 2.21 -0.97
H 0.51 -2.13 0.93

---

- Number 4 is which compound?
  C30H95BF4O20Ti2

---

- Which value of 2S+1 does entry 2 give?
  1

---

- Number 7 is which compound?
  C27H24BrCl3GaIN2O2S2

---

- What is the formula in the eighth record?
  C16H30CuNP